Formula: C4H14N2O2
Source: the OMol25 dataset
Level of theory: ωB97M-V/def2-TZVPD

XYZ file:
```
22
Properties=species:S:1:pos:R:3:forces:R:3:lowdin_spin:R:1
C 0.58708 -0.30329 -2.59602 0.1132 0.8776 0.2357 0.05
C 1.57215 0.14137 -1.50163 1.4488 -0.4347 -0.7475 0.02
C 0.97917 0.62668 -0.23110 -0.5992 -0.1858 0.3026 0.05
C 0.97450 -0.09324 0.89580 0.1432 0.2920 -0.3272 0.13
N 0.13422 0.23798 1.99555 0.1101 0.9417 -1.3206 0.09
N 0.29657 1.85061 -0.31717 0.4234 -0.0777 0.1683 0.04
H 1.16122 -0.66755 -3.44954 -0.1240 -0.1443 -0.0570 0.01
H -0.00960 0.54823 -2.93275 -0.1565 -0.1669 -0.0374 0.01
H -0.08023 -1.07506 -2.21840 -0.0128 -0.0518 -0.0573 0.01
H 2.29106 0.87871 -1.89476 -0.4560 0.3078 -0.2081 0.00
H 2.26084 -0.70822 -1.40335 -0.2723 -0.0833 0.8228 0.00
H 1.61529 -0.95392 0.96196 -0.2831 -0.3567 0.0025 0.02
H 0.29251 -0.32466 2.78441 0.2729 -0.7843 1.2791 0.08
H 0.21608 1.22185 2.24192 0.0013 0.0299 0.2328 0.09
H 0.34642 2.32435 -1.20010 -0.3167 -0.0119 -0.0952 0.02
H -0.55817 1.95718 0.20885 -0.1553 0.0044 -0.1831 0.04
H -1.23685 -1.59788 0.77881 -0.1622 0.0895 0.1207 0.02
H -0.97696 -2.58567 -0.33174 0.0082 -0.0260 -0.0470 0.01
O -0.99866 -2.52314 0.62804 0.0111 -0.1811 -0.0516 0.05
H -1.66645 0.38252 1.41871 -0.1346 -0.0073 0.2426 0.03
H -3.21390 0.54387 1.56137 0.0826 0.0127 0.1683 0.06
O -2.50883 0.39770 0.91813 0.0579 -0.0440 -0.4433 0.19
```
Positions in Å, forces in eV/Å.

Results
- Energy relative to the best compared isomer or geometry (same formula, charge and spin): 4.86 kcal per mole
- Total charge: -1
- Frontier orbital gap (alpha / beta): 2.63 / 7.55 eV
- Total energy: -11448.968 eV
- Highest occupied orbital energy (alpha / beta): 0.041 / -0.148 hartree
- Multiplicity: 2